A cluster of 3 separate species, C31H62BrFNO13P in total in a non-equilibrium geometry. Source: OMol25; level of theory: ωB97M-V/def2-TZVPD.

The geometry in XYZ format:
```
110
Properties=species:S:1:pos:R:3:forces:R:3
C 2.545 -5.287 1.933 -0.2 0.1 -0.1
C 2.807 -3.815 1.619 0.0 -0.1 -0.1
O 1.872 -3.279 0.686 -0.1 0.1 0.1
C 0.700 -2.807 1.294 0.1 0.0 0.0
O -0.165 -2.387 0.267 -0.2 0.2 0.0
C -0.527 -1.047 0.265 0.2 -0.4 -0.3
Br -1.766 -0.709 1.804 0.1 0.0 -0.1
C -1.211 -0.720 -1.066 0.1 0.1 0.2
C -1.635 0.773 -1.167 -0.1 0.1 0.1
C -0.830 1.847 -0.407 0.0 -0.1 -0.1
C 0.584 2.181 -0.912 0.0 0.3 -0.1
C 1.555 2.467 0.237 -0.2 0.2 0.0
C 2.995 2.764 -0.217 0.1 0.2 0.1
C 4.015 1.713 0.226 0.2 0.1 -0.2
C 3.980 0.426 -0.633 0.0 0.1 0.1
C 5.340 0.071 -1.246 0.1 0.1 -0.1
C 5.453 -1.381 -1.754 0.0 -0.2 0.1
C 5.617 -1.518 -3.278 0.0 -0.1 -0.2
C 4.732 -2.585 -3.909 -0.1 -0.1 -0.2
O 3.375 -2.366 -3.541 0.2 0.1 0.1
C 2.556 -3.516 -3.586 -0.2 -0.2 0.1
O -2.376 -1.541 -1.086 0.0 -0.2 -0.1
C -3.030 -1.785 -2.332 -0.2 0.5 0.1
C -2.980 -3.272 -2.661 -0.3 0.0 -0.1
C -3.449 -4.131 -1.471 -0.1 -0.1 0.1
C -2.316 -4.756 -0.635 -0.1 0.1 0.2
F -1.113 -4.799 -1.346 -0.2 -0.2 0.1
C -4.492 -1.248 -2.195 0.1 -0.2 0.1
C -4.708 0.067 -2.900 -0.1 0.1 0.0
O -5.009 1.103 -2.390 0.0 -0.1 0.2
O -4.625 -0.016 -4.277 0.2 0.0 -0.2
P -0.026 -1.368 -2.448 0.1 1.1 0.5
N -0.164 -0.051 -3.542 0.1 -0.7 -0.5
O 1.370 -0.950 -1.651 -0.1 -0.1 -0.1
H 3.388 -5.718 2.483 -0.1 0.1 -0.1
H 2.409 -5.829 0.991 0.1 0.0 0.2
H 1.638 -5.419 2.538 0.2 0.0 -0.1
H 2.798 -3.209 2.537 0.1 -0.1 -0.1
H 3.784 -3.706 1.133 -0.2 0.0 0.2
H 0.188 -3.603 1.862 0.1 0.2 -0.1
H 0.930 -1.963 1.965 0.0 -0.1 0.0
H 0.342 -0.406 0.428 -0.2 0.1 0.2
H -2.663 0.800 -0.778 0.2 0.0 -0.1
H -1.694 1.071 -2.223 -0.1 -0.2 0.2
H -0.788 1.605 0.658 0.0 -0.1 -0.1
H -1.416 2.768 -0.472 -0.1 -0.1 0.1
H 0.523 3.084 -1.540 0.1 -0.2 0.1
H 0.999 1.394 -1.545 0.0 -0.1 0.2
H 1.167 3.335 0.795 0.0 -0.3 -0.1
H 1.545 1.628 0.949 0.0 0.1 -0.2
H 3.298 3.748 0.170 0.0 -0.2 -0.1
H 3.032 2.841 -1.313 0.0 0.1 0.1
H 5.017 2.155 0.149 -0.1 -0.1 0.0
H 3.856 1.482 1.287 0.1 0.0 -0.2
H 3.623 -0.436 -0.054 -0.1 0.2 -0.1
H 3.260 0.588 -1.449 0.2 -0.1 0.2
H 5.536 0.747 -2.089 0.0 0.0 0.2
H 6.125 0.274 -0.507 -0.1 -0.1 -0.1
H 6.318 -1.850 -1.271 -0.2 0.0 0.0
H 4.566 -1.950 -1.438 0.2 0.2 -0.1
H 5.411 -0.564 -3.777 0.0 -0.1 0.1
H 6.656 -1.784 -3.521 -0.2 0.2 -0.1
H 5.054 -3.596 -3.599 -0.2 0.2 0.1
H 4.834 -2.536 -5.008 0.0 -0.1 0.2
H 3.081 -4.387 -3.165 -0.1 0.1 0.0
H 2.257 -3.754 -4.617 0.0 0.0 0.1
H 1.655 -3.317 -2.985 0.4 -0.1 -0.3
H -2.521 -1.214 -3.121 -0.1 -0.1 0.0
H -3.640 -3.442 -3.525 0.2 0.0 0.2
H -1.971 -3.552 -2.971 -0.1 0.1 0.1
H -4.040 -3.503 -0.788 0.1 -0.2 -0.1
H -4.122 -4.923 -1.823 0.2 0.1 0.0
H -2.562 -5.790 -0.354 0.1 0.2 -0.1
H -2.137 -4.177 0.281 0.1 0.0 -0.3
H -4.734 -1.117 -1.135 0.1 -0.1 -0.2
H -5.196 -1.971 -2.632 0.2 0.2 0.1
H -3.704 -0.012 -4.570 -0.1 -0.1 0.0
H 0.307 0.819 -3.321 -0.2 0.0 0.1
H 0.090 -0.362 -4.473 0.0 0.2 0.0
H 2.048 -0.636 -2.264 0.1 -0.5 0.0
C -2.949 1.517 9.538 -0.1 0.0 -0.1
C -2.916 0.025 9.291 0.1 0.0 0.2
O -3.752 -0.356 8.187 -0.1 0.1 -0.1
C -3.233 -0.135 6.979 0.0 -0.2 0.0
O -2.135 0.301 6.748 0.0 0.1 0.0
O -4.130 -0.507 6.068 -0.1 0.0 0.0
C -3.717 -0.304 4.711 0.0 0.0 0.0
H -3.976 1.856 9.678 0.0 0.0 0.0
H -2.380 1.756 10.437 0.0 0.0 0.0
H -2.515 2.060 8.701 0.0 0.0 0.0
H -3.329 -0.519 10.138 0.0 0.0 0.0
H -1.901 -0.329 9.112 0.0 0.0 0.0
H -2.754 -0.773 4.532 0.0 0.0 0.0
H -3.654 0.761 4.493 0.1 0.0 0.0
H -4.482 -0.766 4.094 0.0 0.0 0.0
C 0.805 7.183 0.046 -0.1 -0.1 0.0
C 0.368 7.353 -1.393 0.1 0.2 0.0
O -0.304 6.183 -1.892 0.0 -0.1 0.0
C -1.575 6.052 -1.509 0.0 0.0 -0.1
O -2.198 6.832 -0.839 0.0 0.0 0.1
O -2.040 4.910 -2.012 0.0 -0.1 0.0
C -3.390 4.592 -1.647 -0.1 -0.1 -0.1
H 1.423 6.291 0.153 0.0 0.0 0.0
H 1.388 8.049 0.359 0.0 0.0 0.0
H -0.056 7.091 0.706 0.0 0.0 0.0
H 1.227 7.468 -2.050 0.0 0.0 0.0
H -0.282 8.218 -1.515 0.0 0.0 0.0
H -4.062 5.409 -1.900 0.0 0.0 0.0
H -3.454 4.380 -0.581 0.0 0.1 0.0
H -3.651 3.703 -2.215 0.0 0.0 0.0
```
Positions in Å, forces in eV/Å.

Results
* SMILES: CCOCO[C@H](Br)[C@](CCCCCCCCCCCOC)(O[C@@H](CCCF)CC(=O)O)P(N)O.CCOC(=O)OC.CCOC(=O)OC
* multiplicity: 1
* total charge: 0

These are the Mulliken partial charges, in e, on atoms 1 to 8: number 1, C, carries -1.230; number 2, C, carries -0.339; number 3, O, carries 0.098; number 4, C, carries -0.650; number 5, O, carries 0.070; number 6, C, carries -2.041; number 7, Br, carries -0.105; number 8, C, carries 2.382

***

A cluster of 7 separate species, C31H62ClF5N2O14PS in total in a non-equilibrium geometry. Source: OMol25; level of theory: ωB97M-V/def2-TZVPD.

The geometry in XYZ format:
```
117
Properties=species:S:1:pos:R:3:forces:R:3
O -1.112 -3.434 -0.452 0.0 0.2 -0.4
C -0.142 -3.110 -1.081 0.1 -0.2 0.5
C -0.182 -2.357 -2.429 0.9 0.1 0.1
N -0.505 -0.922 -2.279 -0.1 -2.1 -0.3
C 0.200 -0.057 -1.489 0.5 0.5 0.7
P 1.662 -0.688 -0.484 0.9 -1.2 -0.1
O 0.977 -0.887 0.992 0.1 0.7 -0.9
Cl 3.023 0.800 -0.252 -0.6 -0.2 0.2
C -0.434 1.121 -1.651 0.9 1.2 0.2
S -0.072 2.661 -0.862 -1.9 1.0 2.3
O -1.347 3.276 -0.665 -0.6 0.2 -1.1
O 0.619 2.498 0.365 1.6 -0.8 -0.4
C 0.812 3.798 -2.043 0.3 -1.0 -1.1
F 0.031 3.889 -3.126 -0.5 -0.4 -0.4
F 0.877 4.982 -1.517 0.2 0.8 1.1
C 2.205 3.336 -2.544 -0.1 1.2 -0.3
F 2.184 2.071 -2.918 0.0 -0.8 0.2
F 2.496 4.059 -3.615 0.0 0.3 -0.4
F 3.120 3.587 -1.640 0.4 -0.4 0.6
N -1.476 0.954 -2.512 -0.6 0.9 -0.3
C -2.426 1.981 -2.957 -0.8 0.3 -0.3
C -3.762 1.924 -2.202 0.6 0.0 0.0
C -4.199 3.312 -1.776 -0.2 1.1 0.1
O -3.755 4.330 -2.228 0.0 -0.7 0.2
O -5.153 3.342 -0.805 0.1 -0.1 -0.8
C -1.521 -0.317 -2.886 -0.5 0.7 0.1
C -2.542 -0.847 -3.827 0.4 -1.1 0.0
C -3.352 -2.050 -3.296 -0.2 0.5 -0.4
O -3.185 -2.176 -1.893 -0.4 -0.6 -0.4
C -3.657 -3.381 -1.429 -0.4 -0.3 2.0
O -4.070 -3.506 -0.311 0.4 0.5 -1.0
H 0.857 -3.319 -0.655 0.1 -0.1 -0.3
H -0.829 -2.826 -3.155 -0.4 0.0 0.1
H 0.821 -2.394 -2.847 0.2 -0.1 0.0
H 0.076 -1.199 0.830 -0.2 -0.1 0.6
H -2.026 2.980 -2.854 0.3 -0.1 0.1
H -2.593 1.820 -4.013 0.1 0.0 -0.2
H -3.644 1.311 -1.311 -0.2 -0.1 0.1
H -4.526 1.507 -2.853 -0.3 -0.2 0.1
H -5.729 2.579 -0.941 0.0 -0.1 0.5
H -2.007 -1.163 -4.722 0.0 0.0 -0.2
H -3.242 -0.094 -4.147 0.1 0.5 0.1
H -3.084 -2.946 -3.854 0.2 -0.3 0.3
H -4.402 -1.864 -3.508 -0.1 0.0 -0.1
H -3.603 -4.254 -2.097 0.1 0.4 -0.5
C 0.898 -6.163 3.321 0.0 -0.2 -0.2
C 1.576 -4.983 2.646 -0.5 0.1 0.4
C 1.515 -3.735 3.511 0.1 0.1 -0.2
O 0.951 -4.726 1.379 0.2 0.1 -0.2
H -0.159 -5.949 3.500 0.0 0.1 0.1
H 0.945 -7.048 2.686 0.1 0.0 0.0
H 1.369 -6.395 4.276 0.0 0.0 0.0
H 2.616 -5.231 2.435 0.0 0.0 -0.2
H 0.476 -3.445 3.696 0.0 -0.1 0.1
H 2.000 -2.896 3.009 0.0 0.0 0.0
H 2.004 -3.895 4.471 0.0 0.0 0.0
H 0.027 -4.506 1.546 -0.1 -0.1 0.0
C -6.568 -1.042 2.421 -0.1 0.0 0.1
C -5.142 -0.584 2.685 -0.1 -0.3 -0.5
C -4.600 0.243 1.526 0.1 0.1 0.0
O -4.304 -1.719 2.896 0.2 0.2 0.3
H -6.608 -1.674 1.529 0.0 0.1 -0.1
H -6.938 -1.638 3.255 0.0 0.0 0.0
H -7.238 -0.193 2.276 0.0 0.0 0.0
H -5.110 0.007 3.601 0.1 -0.1 0.1
H -4.584 -0.354 0.608 -0.1 -0.1 0.0
H -3.575 0.557 1.728 0.0 0.1 0.1
H -5.210 1.133 1.355 0.0 0.0 0.0
H -4.322 -2.250 2.092 0.0 -0.1 -0.1
C 0.255 5.368 3.224 -0.1 -0.1 0.1
C 1.710 5.806 3.287 -0.3 0.1 -0.5
C 1.925 7.119 2.551 0.2 0.1 0.1
O 2.543 4.790 2.724 0.2 0.0 0.3
H -0.051 5.207 2.186 0.0 0.1 0.0
H 0.118 4.422 3.750 0.0 0.0 0.0
H -0.406 6.112 3.670 0.0 0.0 0.0
H 2.015 5.916 4.328 0.1 -0.1 0.0
H 1.667 7.012 1.493 -0.1 0.0 0.0
H 2.973 7.416 2.598 0.0 0.0 0.1
H 1.317 7.917 2.977 0.0 0.0 0.0
H 2.284 4.679 1.804 0.0 0.0 0.0
C -3.603 -1.048 7.015 -0.1 -0.1 0.1
C -2.138 -0.717 6.778 -0.4 -0.1 -0.5
C -1.975 0.374 5.732 0.2 0.1 0.0
O -1.443 -1.892 6.359 0.2 0.0 0.2
H -4.066 -1.417 6.095 0.0 0.1 -0.1
H -3.702 -1.837 7.762 0.0 0.0 0.0
H -4.158 -0.173 7.358 0.0 0.0 0.0
H -1.680 -0.397 7.714 0.1 -0.1 0.0
H -2.386 0.052 4.770 -0.1 0.0 0.1
H -0.919 0.594 5.570 0.0 0.0 0.1
H -2.479 1.293 6.036 0.0 0.0 0.0
H -1.843 -2.185 5.534 -0.1 0.0 0.0
C 4.780 3.304 -5.919 0.0 -0.1 0.1
C 6.237 3.741 -5.856 -0.2 0.1 -0.6
C 6.451 5.063 -6.576 0.1 0.1 0.1
O 7.069 2.735 -6.429 0.1 -0.1 0.3
H 4.468 3.155 -6.957 0.0 0.1 0.0
H 4.645 2.352 -5.402 0.0 0.0 0.0
H 4.125 4.046 -5.464 0.0 0.0 -0.1
H 6.543 3.839 -4.813 0.1 -0.1 0.0
H 6.191 4.970 -7.634 -0.1 0.0 0.0
H 7.498 5.359 -6.526 0.0 0.0 0.1
H 5.843 5.857 -6.140 0.0 0.0 0.0
H 6.817 2.633 -7.352 0.0 0.0 0.0
C 4.985 -6.414 -0.694 0.1 -0.1 -0.1
C 4.515 -5.066 -1.214 -0.2 -0.3 0.4
C 4.013 -4.178 -0.089 0.0 0.2 0.0
O 3.469 -5.253 -2.175 0.0 0.3 -0.2
H 4.162 -6.946 -0.207 0.0 0.1 0.1
H 5.333 -7.041 -1.515 0.0 0.0 0.0
H 5.797 -6.300 0.025 0.0 0.0 0.0
H 5.334 -4.570 -1.736 -0.1 0.0 -0.2
H 3.157 -4.638 0.409 0.1 -0.1 0.0
H 3.674 -3.219 -0.489 0.1 0.0 0.0
H 4.789 -3.992 0.654 0.0 0.0 0.0
H 2.743 -5.696 -1.724 0.0 -0.1 0.1
```
Positions in Å, forces in eV/Å.

Results
* multiplicity: 1
* total charge: +1

These are the Mulliken partial charges, in e, on atoms 1 to 8: number 1, O, carries -0.361; number 2, C, carries -0.247; number 3, C, carries -1.308; number 4, N, carries 0.398; number 5, C, carries -0.697; number 6, P, carries 0.627; number 7, O, carries -0.388; number 8, Cl, carries -0.169

***

no.,HOMO-LUMO gap (eV),LUMO energy (eV)
1,9.219,0.5
2,7.595,-3.9